[1]
{
  "formula": "C4H8OP2",
  "method": "ωB97M-V with the def2-TZVPD basis set",
  "symbols": ["P", "P", "O", "C", "C", "C", "C", "H", "H", "H", "H", "H", "H", "H", "H"],
  "positions_angstrom": [[-1.344, 0.909, -0.023], [-1.930, -1.490, -0.167], [-2.574, 1.672, -0.240], [1.316, -0.525, -0.457], [1.781, 0.833, -0.047], [-0.701, -0.607, -1.010], [-1.500, -0.318, 1.281], [-0.580, -0.678, -2.038], [2.353, 0.820, 0.955], [-0.538, -0.604, 1.657], [-2.189, -0.250, 2.124], [2.358, 1.211, -1.002], [1.721, -0.894, -1.392], [1.040, -1.369, 0.311], [0.788, 1.290, 0.048]],
  "atomic_forces_ev_per_a": [[-0.13, -0.34, -0.24], [0.34, 1.10, 0.87], [-0.70, 0.98, -0.52], [-2.94, -2.49, 0.94], [1.27, -1.29, -0.99], [2.54, 0.53, 1.52], [-0.32, -1.99, 0.65], [-0.09, -0.09, -1.88], [-0.86, 0.37, -1.78], [0.64, 0.10, 0.23], [-0.18, 0.25, -0.40], [-0.98, -0.04, 2.43], [-0.07, -0.30, 0.16], [1.38, 1.77, -1.33], [0.10, 1.43, 0.35]],
  "total_charge": 0,
  "lumo_energy_ev": -1.02,
  "e_tot_ev": -24898.5909,
  "de_lowest_ev": 2.1666
}

---

[2]
{
  "formula": "C4H8OP2",
  "method": "ωB97M-V with the def2-TZVPD basis set",
  "symbols": ["P", "P", "O", "C", "C", "C", "C", "H", "H", "H", "H", "H", "H", "H", "H"],
  "positions_angstrom": [[-0.917, -0.348, -1.246], [1.374, -0.953, -1.623], [-1.209, 0.296, -2.526], [-0.573, 1.396, 1.598], [0.134, -2.196, -1.405], [0.612, 0.302, -0.447], [0.493, 0.352, 1.036], [-1.375, 1.433, 0.984], [0.020, -2.893, -2.177], [0.211, -0.652, 1.355], [-1.023, 1.249, 2.641], [-0.138, 2.429, 1.563], [1.100, 1.436, -0.968], [-0.196, -2.315, -0.405], [1.484, 0.467, 1.621]],
  "atomic_forces_ev_per_a": [[-0.33, -1.35, 0.69], [2.95, -0.04, 0.50], [-0.38, 0.73, -1.53], [2.91, 0.39, 2.04], [-1.25, 3.63, 0.53], [1.05, 3.74, -2.65], [0.95, -0.21, 2.98], [-2.69, -0.03, -2.20], [-0.73, -0.99, -0.76], [-0.37, -0.14, 0.16], [1.22, -0.25, -1.32], [-0.23, -0.87, 0.15], [-2.06, -3.30, 1.56], [0.22, -1.48, 1.11], [-1.27, 0.17, -1.26]],
  "spin_multiplicity": 3,
  "s2": 2.0097,
  "total_charge": 0,
  "lumo_energy_ev": [1.05, -2.25],
  "e_tot_ev": -24898.2531,
  "de_lowest_ev": 0.8891
}

---

[3]
{
  "formula": "C4H8OS",
  "method": "ωB97M-V with the def2-TZVPD basis set",
  "symbols": ["S", "O", "C", "C", "C", "C", "H", "H", "H", "H", "H", "H", "H", "H"],
  "positions_angstrom": [[0.117, -0.570, 2.905], [-0.738, 0.222, -1.101], [-1.103, 1.399, -1.790], [0.534, 0.268, -0.634], [0.075, -1.258, 1.285], [0.958, -0.586, 0.344], [-2.029, 0.982, -2.266], [1.200, -1.446, 3.408], [0.145, -2.325, 1.324], [1.987, -0.368, 0.538], [-1.222, 2.370, -1.227], [1.373, 0.760, -1.152], [-0.331, 1.537, -2.538], [-0.966, -0.984, 0.905]],
  "atomic_forces_ev_per_a": [[2.10, -1.34, 2.22], [0.90, 0.87, 1.08], [-1.17, -0.57, -1.08], [1.28, -2.78, 1.32], [-2.44, 0.38, -1.29], [0.09, 2.77, -1.78], [0.49, 1.52, 0.10], [-1.85, 1.66, -0.75], [0.07, -0.65, -0.03], [0.65, -0.62, 0.51], [-0.08, -1.33, -0.08], [-1.04, 0.41, -0.33], [-0.05, 0.44, -0.48], [1.06, -0.75, 0.59]],
  "smiles": "CO/C=C\\CS",
  "total_charge": 0,
  "lumo_energy_ev": 0.91,
  "e_tot_ev": -17158.2744,
  "de_lowest_ev": 2.1757
}

---

[4]
{
  "formula": "C4H8OS",
  "method": "ωB97M-V with the def2-TZVPD basis set",
  "symbols": ["S", "O", "C", "C", "C", "C", "H", "H", "H", "H", "H", "H", "H", "H"],
  "positions_angstrom": [[2.404, -0.152, -0.084], [-1.462, -1.401, -0.181], [0.680, 0.024, 0.498], [-0.005, 0.964, -0.304], [-0.248, -1.627, 0.374], [-0.859, 1.918, 0.115], [-1.358, 2.307, -0.789], [-1.269, -0.767, -0.940], [0.606, -2.205, -0.082], [0.965, 0.262, 1.567], [-1.112, 2.284, 1.117], [-0.100, 0.739, -1.331], [-0.390, -1.869, 1.457], [2.149, -0.478, -1.416]],
  "atomic_forces_ev_per_a": [[-0.11, -0.67, -1.26], [0.25, 0.82, -2.29], [1.62, -3.47, 1.51], [-2.39, 1.79, 1.86], [3.21, 2.74, 2.60], [0.12, -0.28, -1.80], [-0.27, 0.58, 1.08], [-0.95, -1.24, 1.17], [-1.48, 0.10, -0.15], [-1.32, 0.00, -1.00], [0.42, -0.33, -0.49], [0.50, -0.13, -1.35], [0.21, -0.19, -1.03], [0.18, 0.27, 1.13]],
  "smiles": "C=C[C@H](S)CO",
  "total_charge": 0,
  "lumo_energy_ev": 0.76,
  "e_tot_ev": -17157.5871,
  "de_lowest_ev": 2.8631
}

---

[5]
{
  "formula": "C4H8OS",
  "method": "ωB97M-V with the def2-TZVPD basis set",
  "symbols": ["S", "O", "C", "C", "C", "C", "H", "H", "H", "H", "H", "H", "H", "H"],
  "positions_angstrom": [[2.376, -0.099, -0.640], [-2.339, -0.035, -0.674], [0.907, -0.112, 0.432], [-0.087, 1.069, 0.103], [-0.195, -1.112, 0.155], [-0.880, -0.039, -0.671], [-0.802, -1.465, 1.042], [-2.544, 0.152, 0.219], [1.270, -0.161, 1.442], [0.282, 1.867, -0.559], [-0.562, 1.475, 1.006], [0.057, -1.991, -0.454], [3.017, 0.564, 0.316], [-0.501, -0.114, -1.717]],
  "atomic_forces_ev_per_a": [[-0.25, -0.39, 0.16], [2.04, -0.07, -1.61], [-0.01, 0.97, 0.57], [0.16, -0.68, -0.82], [-0.66, -1.48, -0.63], [-1.46, 0.39, 0.04], [0.82, 0.67, -0.76], [-0.70, 0.29, 1.46], [0.17, 0.17, 0.39], [0.01, -0.15, 0.56], [-0.11, -0.22, -0.30], [0.09, 0.01, 0.45], [0.54, 0.20, -0.16], [-0.65, 0.27, 0.65]],
  "smiles": "O[C@H]1C[C@H](S)C1",
  "total_charge": 0,
  "lumo_energy_ev": 0.78,
  "e_tot_ev": -17159.1146,
  "de_lowest_ev": 1.3356
}

---

[6]
{
  "formula": "C4H8OS",
  "method": "ωB97M-V with the def2-TZVPD basis set",
  "symbols": ["S", "O", "C", "C", "C", "C", "H", "H", "H", "H", "H", "H", "H", "H"],
  "positions_angstrom": [[1.141, -1.052, -1.298], [0.552, -0.509, 1.272], [-0.337, 1.943, 0.588], [0.382, -0.323, -0.011], [-0.696, 0.644, -0.149], [-1.953, 0.124, 0.503], [-1.078, 2.768, 0.699], [-0.747, 0.847, -1.245], [1.356, -1.058, 1.425], [-1.923, 0.436, 1.610], [-2.099, -0.961, 0.376], [-2.870, 0.439, 0.071], [-0.324, 1.726, 1.679], [0.642, 2.379, 0.396]],
  "atomic_forces_ev_per_a": [[-0.22, 0.39, 1.42], [2.04, -1.33, 1.08], [-0.03, 0.86, 2.23], [0.58, -0.69, -1.37], [-0.80, 2.37, -1.65], [-0.42, -0.97, 1.56], [0.09, -0.63, -1.34], [-0.57, -0.15, 0.81], [-0.72, 0.19, -0.14], [-0.30, -0.90, -1.63], [0.59, 0.11, 0.48], [-0.66, 1.18, -0.45], [0.47, -0.38, -0.52], [-0.04, -0.07, -0.49]],
  "smiles": "CC(C)C(O)=S",
  "total_charge": 0,
  "lumo_energy_ev": 0.55,
  "e_tot_ev": -17159.7463,
  "de_lowest_ev": 0.7039
}

---

[7]
{
  "formula": "C4H8OS",
  "method": "ωB97M-V with the def2-TZVPD basis set",
  "symbols": ["S", "O", "C", "C", "C", "C", "H", "H", "H", "H", "H", "H", "H", "H"],
  "positions_angstrom": [[1.323, 1.083, -0.636], [-1.207, -0.837, 0.084], [-1.131, 0.350, 0.643], [-0.435, 1.510, -0.108], [1.297, -0.549, -0.028], [0.070, -1.246, -0.508], [-0.510, -0.010, 1.621], [0.241, -2.317, -0.448], [-0.330, 2.400, 0.649], [-0.776, 1.445, -1.048], [1.611, -0.826, 1.110], [2.148, -0.924, -0.604], [-0.243, -0.695, -1.592], [-2.061, 0.615, 0.866]],
  "atomic_forces_ev_per_a": [[-0.43, 1.59, 1.25], [0.35, -4.26, -2.55], [6.10, 0.42, 3.66], [2.79, -0.36, 4.46], [1.93, -1.52, 2.06], [-2.37, 2.21, -3.05], [-1.27, 2.44, -1.03], [-0.78, -0.14, -0.33], [-0.90, -1.26, -2.27], [-2.43, 1.65, -3.15], [-0.96, 1.08, -2.42], [-0.11, -0.72, 0.11], [1.98, -2.61, 1.88], [-3.91, 1.48, 1.37]],
  "smiles": "C1CSCCO1",
  "total_charge": 0,
  "lumo_energy_ev": 0.89,
  "e_tot_ev": -17156.9532,
  "de_lowest_ev": 3.4970
}

---

[8]
{
  "formula": "C4H8OS2",
  "method": "ωB97M-V with the def2-TZVPD basis set",
  "symbols": ["S", "S", "O", "C", "C", "C", "C", "H", "H", "H", "H", "H", "H", "H", "H"],
  "positions_angstrom": [[0.545, 0.375, -1.388], [1.441, -1.064, 1.198], [-1.882, 1.097, 2.019], [0.243, -0.754, -0.058], [-1.709, 0.690, 0.912], [-0.121, -2.030, -0.787], [0.761, 1.854, -0.312], [1.629, 0.213, 1.558], [-1.167, -2.350, -0.358], [0.178, 2.741, -0.589], [-0.348, -2.117, -1.872], [1.812, 1.986, -0.220], [0.545, -2.923, -0.606], [0.299, 1.439, 0.543], [-2.227, 0.843, -0.040]],
  "atomic_forces_ev_per_a": [[-0.21, 1.12, 0.58], [-0.11, 0.14, 0.09], [0.04, -0.58, -2.21], [-0.03, 0.03, -1.77], [1.09, -0.73, 2.12], [-2.67, -3.01, 1.28], [-0.61, -0.44, -1.47], [0.01, -0.06, 0.11], [1.79, 0.25, -0.52], [0.50, -0.25, -0.36], [0.56, 1.20, 0.50], [0.64, 0.64, 0.39], [-0.44, 1.06, 0.18], [-0.04, 0.21, 1.37], [-0.50, 0.41, -0.29]],
  "total_charge": 0,
  "lumo_energy_ev": [-0.01, 0.35],
  "e_tot_ev": -27991.3576,
  "de_lowest_ev": 4.3433
}

---

[9]
{
  "formula": "C4H8OS2",
  "method": "ωB97M-V with the def2-TZVPD basis set",
  "symbols": ["S", "S", "O", "C", "C", "C", "C", "H", "H", "H", "H", "H", "H", "H", "H"],
  "positions_angstrom": [[-1.371, -1.117, -0.611], [1.397, -1.574, 0.249], [1.894, 0.805, -0.150], [0.408, 0.815, -0.099], [2.403, -0.466, -0.513], [-2.546, 0.107, 0.137], [0.019, -0.479, 0.504], [-3.678, -0.351, 0.121], [0.106, 1.737, 0.707], [-0.415, -0.623, 1.564], [-2.122, -0.245, 1.117], [3.551, -0.099, -0.305], [-2.225, 1.121, -0.036], [0.043, 1.099, -1.138], [2.534, -0.728, -1.547]],
  "atomic_forces_ev_per_a": [[0.02, 0.38, 0.00], [-0.66, -3.63, 2.22], [-2.15, 1.18, -0.64], [1.68, 4.28, 1.79], [4.40, 4.22, -0.56], [-0.91, -3.83, 1.63], [-2.16, -2.19, -0.65], [2.89, 1.93, -0.38], [0.98, -2.34, -2.41], [1.13, 0.93, -1.54], [-1.57, 1.40, -0.03], [-2.13, -2.29, 0.61], [-0.84, 0.34, -0.39], [0.07, -0.84, 1.44], [-0.76, 0.47, -1.08]],
  "smiles": "CS[C@@H]1COCS1",
  "total_charge": 0,
  "lumo_energy_ev": 0.74,
  "e_tot_ev": -27992.0590,
  "de_lowest_ev": 3.6419
}

---

[10]
{
  "formula": "C4H8OSi",
  "method": "ωB97M-V with the def2-TZVPD basis set",
  "symbols": ["Si", "O", "C", "C", "C", "C", "H", "H", "H", "H", "H", "H", "H", "H"],
  "positions_angstrom": [[-1.829, -1.956, 1.551], [1.737, 1.924, 0.687], [-0.984, -0.412, 0.892], [0.573, 1.668, -0.132], [-0.112, 0.472, 0.436], [0.939, 1.277, -1.588], [-2.794, -1.815, 0.410], [-0.790, -3.027, 1.337], [2.609, 2.105, 0.279], [-2.361, -2.221, 2.963], [2.048, 0.976, -1.533], [0.097, 2.642, -0.013], [0.823, 2.152, -2.221], [0.333, 0.468, -1.805]],
  "atomic_forces_ev_per_a": [[0.65, 0.23, -1.20], [0.79, -0.14, 0.73], [5.88, 5.06, -1.60], [1.90, -0.57, 0.12], [-5.99, -4.14, 3.29], [2.57, 1.82, 1.68], [-0.41, -0.92, 0.73], [-0.55, 0.25, 0.01], [-1.22, -0.33, -0.41], [0.21, 0.78, -0.89], [-1.70, 0.22, -0.43], [-1.16, -0.56, -0.40], [-0.02, -0.24, -0.40], [-0.96, -1.45, -1.23]],
  "smiles": "C[C@H](O)C#C[SiH3]",
  "total_charge": 0,
  "lumo_energy_ev": 0.75,
  "e_tot_ev": -14198.7886,
  "de_lowest_ev": 3.8536
}